# 1
{"formula": "C55H90N5O3Tc", "method": "wB97M-V/def2-TZVPD", "multiplicity": 4, "homo_ev": [-10.057, -10.087], "homo_lumo_gap_ev": [8.115, 6.990], "charge": 1, "e_lumo_ev": [-1.942, -3.097], "elements": ["Tc", "C", "C", "C", "C", "C", "C", "C", "C", "N", "C", "C", "N", "C", "C", "N", "C", "C", "C", "C", "C", "C", "C", "C", "C", "O", "C", "C", "C", "C", "C", "C", "C", "C", "C", "C", "C", "C", "C", "C", "C", "O", "C", "C", "C", "C", "C", "C", "C", "C", "C", "O", "C", "C", "C", "C", "C", "C", "H", "H", "H", "H", "H", "H", "H", "H", "H", "H", "H", "H", "H", "H", "H", "H", "H", "H", "H", "H", "H", "H", "H", "H", "H", "H", "H", "H", "H", "H", "H", "H", "H", "H", "H", "H", "H", "H", "H", "H", "H", "H", "H", "H", "H", "H", "H", "H", "H", "H", "H", "H", "H", "H", "H", "H", "H", "H", "H", "H", "H", "H", "H", "H", "H", "H", "H", "H", "H", "H", "H", "H", "H", "H", "H", "H", "H", "H", "C", "C", "C", "C", "N", "N", "H", "H", "H", "H", "H", "H", "H", "H", "H", "H", "H", "H"], "xyz": [[-0.26992, -0.04591, 0.04235], [-6.16699, 0.08410, 4.45896], [-5.36388, 1.37867, 4.58613], [-6.14795, 2.50117, 3.89193], [-5.19939, 1.71410, 6.07509], [-3.99156, 1.25948, 3.93111], [-3.48524, 0.08112, 3.42697], [-2.29325, 0.05035, 2.70618], [-1.90205, -1.32865, 2.23282], [-0.55943, -1.47095, 1.60889], [-0.45977, -2.84963, 1.04788], [0.56020, -2.95385, -0.07363], [0.49414, -1.78025, -0.99949], [1.85724, -1.41613, -1.46505], [2.62860, -0.58787, -0.42623], [1.77463, -0.06247, 0.69045], [1.86982, -0.92164, 1.92038], [0.52296, -1.16847, 2.59196], [2.22913, 1.32274, 1.00816], [1.97426, 2.36611, -0.05695], [2.55874, 3.61061, 0.18574], [2.36877, 4.67225, -0.67406], [1.72565, 4.39389, -1.88570], [1.18532, 3.15925, -2.20444], [1.18958, 2.18698, -1.18980], [0.37376, 1.10617, -1.33847], [0.56822, 2.90720, -3.59143], [-0.96075, 3.00242, -3.50596], [0.95692, 1.52667, -4.14615], [1.07838, 3.94273, -4.60182], [2.74660, 6.10631, -0.31501], [3.48093, 6.79015, -1.47500], [3.62893, 6.17198, 0.93220], [1.43850, 6.86247, -0.02475], [-0.36162, -2.09172, -2.18390], [-1.76441, -2.46388, -1.81955], [-2.26690, -3.70433, -2.18842], [-3.60632, -4.01886, -2.01070], [-4.43123, -2.98863, -1.56474], [-3.97666, -1.71810, -1.20519], [-2.59120, -1.50485, -1.23140], [-2.04907, -0.38076, -0.68889], [-4.96450, -0.58030, -0.91141], [-4.75534, 0.00910, 0.48568], [-4.74940, 0.49322, -1.98827], [-6.41978, -1.04167, -1.00693], [-4.12270, -5.41627, -2.34952], [-3.88589, -5.70549, -3.83858], [-3.36102, -6.44873, -1.50534], [-5.61551, -5.56242, -2.05742], [-1.57953, 1.22417, 2.44892], [-0.61928, 1.26529, 1.47438], [-1.92328, 2.38393, 3.19829], [-3.14751, 2.36465, 3.85263], [-1.04432, 3.62443, 3.48975], [-1.71802, 4.92580, 3.04793], [-0.83880, 3.66749, 5.01480], [0.33996, 3.59143, 2.86348], [-7.16832, 0.23584, 4.86503], [-5.70842, -0.73613, 5.01693], [-6.27113, -0.21981, 3.41451], [-7.13824, 2.60029, 4.34196], [-6.27365, 2.28496, 2.82774], [-5.64252, 3.46453, 3.98026], [-6.17450, 1.74531, 6.56633], [-4.72380, 2.68705, 6.21540], [-4.58685, 0.96232, 6.57725], [-4.02636, -0.84930, 3.55790], [-2.62740, -1.68012, 1.49661], [-1.93767, -2.01522, 3.08601], [-1.44010, -3.10086, 0.64971], [-0.22584, -3.56368, 1.84233], [0.35965, -3.86651, -0.63825], [1.57513, -3.03326, 0.30508], [1.73660, -0.82585, -2.36930], [2.40441, -2.32503, -1.72681], [3.03659, 0.27811, -0.94189], [3.46716, -1.13758, 0.00187], [2.53425, -0.44311, 2.64126], [2.34160, -1.86081, 1.64631], [0.21226, -0.28947, 3.15017], [0.62077, -1.99626, 3.30036], [3.30630, 1.26976, 1.20135], [1.73279, 1.60428, 1.92770], [3.14435, 3.73342, 1.08987], [1.65534, 5.18481, -2.61991], [-1.35561, 2.21109, -2.86711], [-1.39665, 2.90634, -4.50505], [-1.26658, 3.95581, -3.07394], [0.57681, 0.72087, -3.52354], [2.04423, 1.43105, -4.23238], [0.52997, 1.41099, -5.14423], [0.63089, 4.92609, -4.44550], [0.80720, 3.62380, -5.60953], [2.16489, 4.04646, -4.56006], [4.34218, 6.20102, -1.79688], [3.83847, 7.77263, -1.16052], [2.83040, 6.94243, -2.33754], [4.56098, 5.61686, 0.79661], [3.11430, 5.77728, 1.81157], [3.88683, 7.21119, 1.14225], [0.76586, 6.82944, -0.88478], [1.64607, 7.90966, 0.20984], [0.91818, 6.41585, 0.82827], [0.10395, -2.90858, -2.74136], [-0.35439, -1.19574, -2.80734], [-1.59017, -4.42463, -2.63895], [-5.49196, -3.17424, -1.50866], [-3.74458, 0.38095, 0.62921], [-4.95539, -0.74903, 1.24930], [-5.45081, 0.83788, 0.64922], [-3.72269, 0.85389, -1.99168], [-5.42934, 1.33392, -1.82723], [-4.95490, 0.07736, -2.97743], [-6.65937, -1.80392, -0.26163], [-6.66074, -1.43327, -1.99761], [-7.07137, -0.18547, -0.82412], [-2.82240, -5.70608, -4.08591], [-4.37821, -4.95652, -4.46198], [-4.28861, -6.68612, -4.10053], [-2.29348, -6.44615, -1.73703], [-3.74161, -7.45329, -1.70142], [-3.47959, -6.24121, -0.43886], [-6.21744, -4.90241, -2.68594], [-5.84617, -5.35041, -1.01097], [-5.92557, -6.58726, -2.26607], [-3.44950, 3.26884, 4.36902], [-2.73140, 5.02713, 3.43879], [-1.76732, 4.98749, 1.96116], [-1.13723, 5.77931, 3.40686], [-1.77572, 3.81690, 5.55281], [-0.16570, 4.48798, 5.27428], [-0.39645, 2.73356, 5.36977], [0.30199, 3.51532, 1.77986], [0.91509, 2.75762, 3.27219], [0.86940, 4.51069, 3.12853], [-4.28299, 4.82242, -1.86664], [-3.55913, 4.97791, -0.53231], [-3.20953, 6.44426, -0.30665], [-4.45990, 4.45846, 0.59551], [-2.26859, 4.26261, -0.62682], [-2.33700, 2.84542, -0.54260], [-5.25852, 5.31167, -1.82992], [-4.45179, 3.77005, -2.11015], [-3.69712, 5.26868, -2.67249], [-4.09041, 7.07512, -0.43233], [-2.45036, 6.76189, -1.02543], [-2.81923, 6.60852, 0.70202], [-5.32291, 5.11430, 0.73005], [-3.92001, 4.40763, 1.54100], [-4.83812, 3.45727, 0.37043], [-1.61045, 4.57862, 0.07315], [-2.96379, 2.51974, -1.26180], [-2.70217, 2.54696, 0.36099]], "mulliken_spin": [2.41, 0.00, 0.00, 0.00, 0.00, 0.01, 0.00, 0.02, 0.02, -0.05, 0.01, 0.01, -0.05, 0.05, 0.00, -0.03, 0.00, 0.03, 0.04, 0.00, 0.00, 0.01, -0.01, 0.01, 0.06, 0.10, 0.01, 0.00, 0.00, 0.00, 0.00, 0.00, 0.00, 0.00, 0.00, 0.02, -0.01, 0.02, -0.01, -0.01, 0.04, 0.19, 0.02, 0.00, 0.01, 0.00, 0.00, 0.00, 0.00, 0.00, 0.03, 0.12, 0.03, -0.01, -0.01, 0.00, 0.00, 0.02, 0.00, 0.00, 0.00, 0.00, 0.00, 0.00, 0.00, 0.00, 0.00, 0.00, -0.01, 0.01, -0.01, 0.00, 0.00, 0.00, 0.00, 0.00, -0.01, 0.00, 0.00, 0.00, -0.01, 0.00, 0.00, -0.01, 0.00, 0.00, 0.00, 0.00, 0.00, 0.00, 0.00, 0.00, 0.00, 0.00, 0.00, 0.00, 0.00, 0.00, 0.00, 0.00, 0.00, 0.00, 0.00, 0.00, 0.01, -0.01, 0.00, 0.00, -0.01, 0.00, 0.00, 0.00, 0.00, 0.00, 0.00, 0.00, 0.00, 0.00, 0.00, 0.00, 0.00, 0.00, 0.00, 0.00, 0.00, 0.00, 0.00, 0.00, 0.00, 0.00, 0.00, 0.00, 0.00, -0.01, 0.00, 0.00, 0.00, 0.00, 0.00, 0.00, 0.00, -0.02, 0.00, 0.00, 0.00, 0.00, 0.00, 0.00, 0.00, 0.00, 0.00, 0.00, 0.00, -0.01]}



# 2
{"formula": "C4H6S", "method": "wB97M-V/def2-TZVPD", "homo_ev": -9.248, "homo_lumo_gap_ev": 9.593, "de_lowest_kcal_mol": 88.34, "e_lumo_ev": 0.345, "elements": ["C", "C", "C", "C", "S", "H", "H", "H", "H", "H", "H"], "xyz": [[0.02955, 1.54735, -1.61855], [-0.05663, 0.76243, -0.70927], [0.42744, -1.47122, 0.12385], [-0.36196, -0.19025, 0.26558], [-0.02510, 0.67993, 1.99939], [0.28107, 2.34884, -2.29899], [-0.14369, -2.20315, 0.61689], [1.28185, -1.30571, 0.80065], [0.79817, -1.71120, -0.86501], [-1.96934, -0.37239, 0.03719], [-0.26136, 1.91537, 1.64826]], "lowdin_charge": [0.12, -0.32, -0.14, -0.65, 0.69, 0.04, 0.05, 0.07, 0.09, 0.24, -0.18]}